(1)
{"formula": "C30H37Br49Cl3FN2O7PS2", "method": "ωB97M-V/def2-TZVPD", "symbols": ["C", "C", "C", "Br", "C", "S", "O", "C", "C", "C", "Cl", "C", "C", "Cl", "N", "C", "C", "O", "C", "C", "O", "N", "P", "O", "O", "C", "Cl", "S", "O", "O", "F", "H", "H", "H", "H", "H", "H", "H", "H", "H", "H", "H", "H", "H", "H", "H", "H", "H", "H", "H", "H", "H", "C", "Br", "Br", "Br", "H", "C", "Br", "Br", "Br", "H", "C", "Br", "Br", "Br", "H", "C", "Br", "Br", "Br", "H", "C", "Br", "Br", "Br", "H", "C", "Br", "Br", "Br", "H", "C", "Br", "Br", "Br", "H", "C", "Br", "Br", "Br", "H", "C", "Br", "Br", "Br", "H", "C", "Br", "Br", "Br", "H", "C", "Br", "Br", "Br", "H", "C", "Br", "Br", "Br", "H", "C", "Br", "Br", "Br", "H", "C", "Br", "Br", "Br", "H", "C", "Br", "Br", "Br", "H", "C", "Br", "Br", "Br", "H"], "coordinates": [[-0.732, 5.270, 1.574], [-0.039, 5.334, 0.195], [-0.561, 4.371, -0.892], [-0.356, 5.395, -2.566], [0.206, 2.967, -0.992], [0.732, 2.556, -2.699], [1.482, 3.038, -0.407], [1.609, 2.636, 0.938], [1.412, 1.099, 1.138], [0.946, 0.938, 2.584], [-0.552, 0.134, 2.929], [1.670, 1.360, 3.627], [3.031, 1.995, 3.590], [1.103, 1.210, 5.237], [2.639, 0.407, 0.837], [3.199, -0.577, 1.639], [4.773, -0.514, 1.737], [2.649, -1.407, 2.326], [3.423, 0.831, -0.338], [4.469, 1.899, -0.331], [3.176, 0.243, -1.354], [0.401, 0.710, 0.041], [-0.341, -1.188, 0.008], [0.360, -2.022, 1.149], [0.314, -1.836, -1.316], [-0.583, 1.759, -0.358], [-1.671, 2.294, 0.935], [-1.856, 1.101, -1.573], [-1.266, 0.236, -2.531], [-2.517, 2.264, -2.043], [-2.875, 0.327, -0.715], [-1.739, 4.866, 1.546], [-0.753, 6.277, 1.987], [-0.160, 4.688, 2.302], [-0.234, 6.334, -0.179], [1.039, 5.283, 0.333], [-1.637, 4.279, -0.813], [-0.413, 2.381, -3.367], [2.599, 2.950, 1.246], [0.917, 3.187, 1.574], [2.912, 3.072, 3.744], [3.582, 1.856, 2.668], [3.603, 1.644, 4.446], [5.079, -1.041, 2.638], [5.096, 0.524, 1.844], [5.305, -0.976, 0.921], [4.638, 2.374, 0.634], [4.089, 2.689, -0.987], [5.386, 1.519, -0.787], [0.988, 0.706, -0.818], [1.240, -2.378, 0.894], [0.640, -1.192, -1.964], [1.062, -3.416, 6.099], [-0.178, -4.692, 6.820], [2.624, -4.250, 5.347], [0.266, -2.280, 4.763], [1.382, -2.784, 6.915], [-6.177, 0.559, 0.707], [-5.560, 2.176, -0.132], [-7.043, 0.919, 2.389], [-7.295, -0.483, -0.455], [-5.301, -0.036, 0.923], [-7.703, 3.739, -3.314], [-7.121, 5.376, -4.143], [-8.570, 4.064, -1.634], [-8.794, 2.691, -4.499], [-6.815, 3.159, -3.105], [-9.674, 4.147, 2.680], [-9.129, 5.818, 1.898], [-10.551, 4.388, 4.368], [-10.746, 3.112, 1.464], [-8.773, 3.579, 2.867], [-12.045, 0.819, 6.394], [-11.786, 1.407, 8.204], [-13.301, 1.933, 5.456], [-10.370, 0.666, 5.452], [-12.472, -0.172, 6.437], [3.562, -4.235, -0.678], [3.650, -2.813, 0.657], [5.204, -4.401, -1.678], [3.031, -5.889, 0.132], [2.791, -3.955, -1.383], [8.417, 0.207, -2.116], [9.246, -1.467, -2.543], [7.269, 0.830, -3.524], [7.458, 0.116, -0.441], [9.204, 0.936, -1.991], [-3.834, -4.260, 0.566], [-2.242, -3.146, 0.576], [-4.958, -3.757, -0.899], [-3.422, -6.135, 0.577], [-4.369, -4.048, 1.481], [-8.678, -5.272, -2.318], [-7.039, -6.170, -2.774], [-9.422, -5.925, -0.672], [-8.439, -3.359, -2.282], [-9.391, -5.487, -3.100], [-1.628, -7.145, -2.806], [-0.219, -8.264, -3.475], [-0.996, -5.374, -2.396], [-3.133, -7.092, -4.000], [-1.972, -7.579, -1.878], [6.561, -5.398, 4.406], [5.470, -6.795, 5.135], [8.125, -6.088, 3.532], [5.557, -4.248, 3.229], [6.901, -4.791, 5.235], [7.442, 3.431, -7.076], [5.841, 4.296, -6.452], [8.876, 3.601, -5.807], [7.121, 1.591, -7.533], [7.750, 3.938, -7.979], [-6.946, 6.217, -8.048], [-5.793, 7.663, -8.559], [-8.801, 6.659, -8.298], [-6.478, 4.580, -8.941], [-6.795, 6.046, -6.993], [-2.463, 5.195, -8.928], [-0.916, 4.135, -9.357], [-3.342, 4.538, -7.348], [-2.010, 7.058, -8.783], [-3.161, 5.091, -9.747], [8.267, -6.345, 8.548], [9.062, -4.780, 7.752], [6.410, -6.059, 8.958], [8.523, -7.893, 7.442], [8.777, -6.525, 9.483], [10.694, -6.744, 0.314], [12.284, -5.714, -0.008], [9.171, -6.000, -0.597], [10.944, -8.598, -0.123], [10.489, -6.690, 1.373]], "gap_ev": 8.4, "charge": 1, "total_energy_ev": -3552334.163, "lumo_ev": -2.75}

(2)
{"formula": "C3H7NO2", "method": "ωB97M-V/def2-TZVPD", "symbols": ["O", "C", "C", "N", "C", "O", "H", "H", "H", "H", "H", "H", "H"], "coordinates": [[-2.543, -0.705, 0.257], [-1.422, -0.887, -0.147], [-0.177, -0.440, 0.598], [0.865, -0.065, -0.329], [2.159, 0.020, 0.080], [2.530, -0.232, 1.206], [-1.250, -1.367, -1.137], [0.229, -1.256, 1.214], [-0.449, 0.369, 1.284], [0.630, 0.271, -1.249], [2.843, 0.329, -0.730], [-2.135, 1.629, -0.140], [-1.590, 2.099, -0.326]], "gap_ev": 10.9, "charge": 0, "total_energy_ev": -8808.325, "lumo_ev": 0.57}

(3)
{"formula": "C3H4N2", "method": "ωB97M-V/def2-TZVPD", "symbols": ["C", "C", "C", "N", "N", "H", "H", "H", "H"], "coordinates": [[1.510, -0.336, -0.075], [0.299, 0.166, -0.128], [-0.660, 1.023, 0.420], [-1.757, 0.321, 0.191], [-1.247, -0.575, -0.648], [2.192, -0.067, 0.726], [1.851, -1.049, -0.815], [-0.562, 2.032, 0.802], [-1.627, -1.515, -0.472]], "gap_ev": 9.2, "charge": 0, "total_energy_ev": -6151.725, "lumo_ev": 0.37}

(4)
{"formula": "C7H11N5O2", "method": "ωB97M-V/def2-TZVPD", "symbols": ["C", "N", "C", "O", "N", "C", "C", "N", "C", "N", "C", "N", "C", "O", "H", "H", "H", "H", "H", "H", "H", "H", "H", "H", "H"], "coordinates": [[-2.888, 0.728, 0.060], [-1.533, 0.379, 0.028], [-0.883, 1.451, -0.444], [-1.251, 2.540, -0.709], [0.658, 1.177, -0.639], [1.152, 1.912, -1.783], [1.166, 0.064, -0.236], [2.171, -0.749, -0.611], [2.089, -2.010, -0.074], [1.017, -2.173, 0.706], [0.331, -1.012, 1.029], [0.188, -0.857, 2.394], [-1.182, -0.907, 0.482], [-1.941, -1.788, 0.499], [-3.476, -0.056, 0.473], [-3.116, 1.493, 0.854], [-3.245, 1.135, -0.857], [2.344, 2.042, -1.878], [0.871, 1.380, -2.766], [0.602, 2.864, -1.906], [2.778, -0.421, -1.313], [2.771, -2.738, -0.288], [1.079, -3.045, 1.277], [-0.703, -0.560, 2.727], [1.002, -0.850, 2.976]], "gap_ev": 8.2, "charge": 2, "total_energy_ev": -18963.277, "lumo_ev": -9.91}